Entry 1:
49
Properties=species:S:1:pos:R:3 method="wB97M-V/def2-TZVPD" e_homo_ev="-17.208 / -18.420" homo_lumo_gap_ev="5.70 / 7.23" de_lowest_kcal_mol=10.3 multiplicity=3 total_charge=+3
C -4.0588 2.5712 -3.0227
C -3.6993 1.4192 -2.2956
H -5.1179 2.4974 -3.3309
H -3.3799 2.6280 -3.8879
H -3.8792 3.4356 -2.3622
O -3.8288 0.3825 -1.7811
I -2.1677 -2.3063 0.7790
W -0.8879 -0.2550 -0.1251
P -1.1098 1.2962 1.7331
C -1.1344 0.4261 3.3199
C 0.2280 2.5193 1.8633
H -0.0162 3.1980 2.6936
H -2.7721 2.7929 2.5480
H 0.3070 3.0935 0.9321
H -2.5375 2.9719 0.7731
H -0.1701 -0.0818 3.4539
H 1.1953 2.0432 2.0685
C -2.6295 2.2542 1.5971
H -1.2673 1.1785 4.1126
H -3.4872 1.5921 1.4217
H -1.9528 -0.3026 3.3618
P 0.1623 -1.1566 -2.1031
C 0.6553 -2.8839 -1.8919
C -0.9520 -1.0618 -3.5091
H 1.4705 0.7883 -2.7521
H 2.0016 -0.7272 -3.5652
H 2.4722 -0.4018 -1.8654
C 1.6748 -0.2818 -2.6123
H -1.0842 -0.0146 -3.8062
H -0.4911 -1.6287 -4.3321
H 1.0988 -3.2179 -2.8428
H -0.2153 -3.5046 -1.6476
H -1.9236 -1.5036 -3.2588
H 1.4040 -2.9556 -1.0909
Cl -1.0237 1.7232 -1.4076
C 4.6384 -1.8658 2.8179
C 3.3636 -1.4858 2.1131
C 2.2145 -2.2655 2.2229
C 1.0589 -1.8800 1.5798
N 0.9704 -0.7518 0.8183
C 2.1009 0.0212 0.6967
C 3.2759 -0.3375 1.3345
H 4.5747 -1.7285 3.9074
H 4.9215 -2.9126 2.6423
H 5.4669 -1.2365 2.4691
H 2.1939 -3.1864 2.8063
H 0.1320 -2.4754 1.6489
H 2.0175 0.9223 0.0825
H 4.1477 0.3049 1.2225

Entry 2:
41
Properties=species:S:1:pos:R:3 method="wB97M-V/def2-TZVPD" e_homo_ev=-8.630 homo_lumo_gap_ev=7.50 de_lowest_kcal_mol=350.1 total_charge=0
O -0.5107 1.3662 -1.3979
C 0.0300 1.3335 -0.3561
N 1.2971 1.1082 -0.0613
H 1.4429 0.8449 0.9045
C 2.1220 0.3922 -1.1833
C 1.9094 -1.0288 -1.2354
C 1.7321 -1.9337 0.1318
H 1.4531 -2.7722 -0.4737
C 3.0529 -1.9793 0.6703
C 3.8398 -0.7637 1.1962
C 4.3644 0.2481 0.0561
H 5.1902 0.6998 0.2929
C 3.5243 0.8770 -0.7608
H 4.0285 1.4899 -1.5158
H 3.3728 1.9156 -0.1290
H 4.7163 -0.7042 -0.5709
H 3.1420 -0.2406 1.8061
H 4.5607 -1.0458 1.9828
H 2.9695 -2.4885 1.5885
H 3.7832 -2.5409 0.2866
H 0.9897 -1.3987 0.5093
H 2.6944 -1.1795 -1.7303
H 1.0540 -0.9664 -1.8262
H 1.7321 1.1302 -1.7796
C -1.0006 1.9168 0.6051
N -2.2424 1.2272 0.6172
C -3.3379 1.9090 0.3520
O -3.1915 3.4536 0.4205
N -4.6262 1.4843 0.1061
C -4.6872 0.1314 -0.0561
C -3.6620 -0.5691 0.1154
C -2.4101 -0.2156 0.4309
O -1.3696 -0.8160 0.8460
S -4.1404 -2.4623 -0.0738
C -5.7319 -1.9298 -0.5198
C -5.8490 -0.3136 -0.4853
H -6.7852 -0.0267 -0.9629
H -6.4160 -2.5988 -0.5157
H -5.3155 2.2024 -0.2130
H -0.7153 1.4869 1.8821
H -1.0099 2.7571 1.0465

Entry 3:
63
Properties=species:S:1:pos:R:3 method="wB97M-V/def2-TZVPD" e_homo_ev="-10.875 / -10.772" homo_lumo_gap_ev="7.72 / 5.59" de_lowest_kcal_mol=5.8 multiplicity=5 total_charge=+1
Ru -2.0618 0.4847 -0.4222
O -4.4416 -0.1454 2.2455
S -4.6119 1.1316 1.5175
N -3.6653 1.2463 0.3536
C 0.4377 6.5439 -3.3439
C -0.0178 5.3713 -3.9271
C -0.3840 4.2980 -3.1414
C -0.2966 4.3778 -1.7495
C 0.1782 5.5586 -1.1707
C 0.5362 6.6306 -1.9640
C -0.6855 3.2751 -0.8765
C -1.3453 2.1870 -1.2544
C -1.9824 1.7319 -2.4707
C -1.4220 0.6554 -3.2087
C -2.0543 0.1929 -4.3472
C -3.2514 0.7588 -4.7645
C -3.8160 1.8122 -4.0517
C -3.2017 2.2932 -2.9141
H 0.7264 7.3790 -3.9634
H -0.0890 5.2878 -4.9997
H -0.7209 3.3865 -3.6099
H 0.2600 5.6279 -0.0951
H 0.8963 7.5381 -1.5052
H -0.3893 3.3793 0.1623
H -0.4517 0.2605 -2.9125
H -1.6103 -0.6154 -4.9094
H -3.7375 0.3754 -5.6471
H -4.7430 2.2533 -4.3858
H -3.6137 3.1282 -2.3640
C -0.5631 -3.6992 -0.7502
N -1.3388 -3.3416 0.4072
C -0.9450 -3.6890 1.7659
C -1.9860 -2.9457 2.6238
N -2.6406 -2.0809 1.6573
C -2.2572 -2.3800 0.4236
S -2.9238 -1.7019 -1.0045
H 0.0771 -4.5405 -0.5000
H 0.0516 -2.8529 -1.0750
H -1.2274 -3.9804 -1.5680
H 0.0773 -3.3458 1.9634
H -0.9876 -4.7711 1.9016
H -1.5290 -2.3601 3.4220
H -2.7209 -3.6289 3.0625
H -3.3802 -1.3964 1.9036
C 5.4837 -4.1585 5.6586
C 4.5861 -3.3865 4.7565
O 3.3934 -3.3218 4.7957
S 5.5156 -2.5430 3.4559
C 4.1880 -1.7945 2.5566
C 4.0457 -2.0743 1.2007
C 2.9577 -1.5875 0.5122
C 1.9976 -0.8138 1.1800
C 2.2003 -0.4710 2.5251
C 3.2882 -0.9589 3.2108
C 0.8164 -0.4006 0.5447
C -0.2399 -0.0714 0.0149
H 5.1989 -3.9727 6.6928
H 6.5282 -3.9056 5.5010
H 5.3438 -5.2213 5.4603
H 4.7830 -2.6869 0.7045
H 2.8317 -1.8090 -0.5376
H 1.4931 0.1826 3.0098
H 3.4407 -0.6952 4.2443

Entry 4:
44
Properties=species:S:1:pos:R:3 method="wB97M-V/def2-TZVPD" e_homo_ev=-5.291 homo_lumo_gap_ev=7.80 de_lowest_kcal_mol=11.5 total_charge=-1
F -1.8393 -0.0587 1.6178
C 1.6066 -0.9805 2.8045
C 1.5511 0.5938 2.3974
C 0.5877 1.3258 3.3931
O 1.2972 2.1990 4.2007
C 2.5738 2.1365 3.9760
O 3.5113 2.8355 4.4488
O 2.7855 1.2120 2.9590
H 2.3161 -1.6363 2.4446
H 0.6901 -1.4472 2.5685
H 1.5120 -1.1412 3.9040
H 1.2884 0.7665 1.3194
H 0.0591 0.5720 4.0423
H -0.1900 1.7837 2.8547
C -0.7179 3.5324 -2.3745
C -0.1254 2.5052 -1.4095
C -1.2654 1.8209 -0.7768
S -2.5487 1.6722 -1.9567
O -3.7710 2.3994 -1.5943
O -2.5263 0.2703 -2.4367
C -1.7849 2.7536 -3.0803
H 0.1728 3.7624 -3.1290
H -0.9389 4.4159 -1.6563
H 0.4787 2.9496 -0.5153
H 0.5395 1.9471 -2.1180
H -1.6687 2.2555 0.3016
H -0.9616 0.7858 -0.3062
H -2.4505 3.3055 -3.5897
H -1.3229 2.2580 -3.9241
C 0.0709 -2.0759 -1.7880
C 1.2480 -2.4947 -0.9005
C 0.9434 -3.8839 -0.4646
S -0.7745 -3.9467 -0.3569
O -1.3079 -4.0348 1.0100
O -1.2594 -4.9811 -1.2964
C -1.1510 -2.3557 -1.0483
H 0.2146 -2.8571 -2.6993
H 0.1867 -1.0552 -2.2326
H 1.3581 -1.8243 -0.1843
H 2.1096 -2.4945 -1.6956
H 1.4394 -4.1357 0.3240
H 1.4597 -4.5917 -1.1709
H -1.4216 -1.7248 -0.2513
H -1.9746 -2.3385 -1.6102

Entry 5:
77
Properties=species:S:1:pos:R:3 method="wB97M-V/def2-TZVPD" e_homo_ev=-7.223 homo_lumo_gap_ev=6.76 de_lowest_kcal_mol=33.0 total_charge=0
La 0.0055 0.1529 0.2218
I 0.9441 -3.1369 0.1122
C 2.9894 -2.6749 0.5206
I 3.2950 -0.5382 0.4502
H 3.6207 -3.1262 -0.2341
H 3.2455 -3.0057 1.5185
C -7.4620 -1.9533 1.4219
C -6.3920 -2.8433 2.0499
C -6.7650 -4.3216 2.0576
C -6.8790 -4.8428 0.6311
C -5.6134 -4.5389 -0.1287
C -5.2418 -5.3127 -1.2043
C -4.0599 -5.0513 -1.8922
F -3.7483 -5.8316 -2.9404
C -3.2222 -4.0424 -1.5149
C -3.5730 -3.2505 -0.4152
C -2.6591 -2.2021 0.0221
O -1.5958 -1.9558 -0.5805
C -3.0660 -1.4628 1.1828
C -4.2554 -1.7114 1.7751
N -5.1076 -2.6728 1.3531
C -4.7750 -3.4786 0.2785
C -2.0131 -0.4901 1.6325
O -2.1733 0.7323 1.6119
O -0.8851 -1.0330 1.8563
H -8.4200 -2.1199 1.9161
H -7.5741 -2.1621 0.3580
H -7.1935 -0.9022 1.5289
H -6.2293 -2.5222 3.0797
H -7.7010 -4.4575 2.5992
H -5.9853 -4.8754 2.5862
H -7.7343 -4.3810 0.1311
H -7.0561 -5.9184 0.6316
H -5.8645 -6.1399 -1.5221
H -2.2960 -3.8430 -2.0366
H -4.5832 -1.1337 2.6302
Br 1.3733 -2.1223 3.7810
C 1.5133 -0.2391 3.9754
C 1.9043 0.2391 5.2146
C 2.0812 1.6057 5.3499
C 1.8761 2.4131 4.2490
C 1.4858 1.8316 3.0544
N 1.2922 0.5128 2.9085
C 1.3197 2.7046 1.8104
O 1.6137 3.8809 1.9042
O 0.9087 2.0757 0.7720
H 2.0757 -0.4453 6.0318
H 2.3970 2.0251 6.2960
H 2.0107 3.4851 4.2711
Br -4.3514 1.2968 -2.3039
C -2.6850 2.0434 -2.8047
C -2.6249 2.9977 -3.8199
C -1.4182 3.5132 -4.2054
Br -1.3936 4.8139 -5.5940
C -0.2163 3.0940 -3.5980
C 1.0683 3.5702 -3.9334
C 2.1625 3.0924 -3.2697
C 1.9807 2.1283 -2.2665
N 0.8091 1.6503 -1.9305
C -0.2927 2.1213 -2.5649
C -1.5573 1.5788 -2.1297
O -1.6157 0.6969 -1.1888
H -3.5352 3.3296 -4.2989
H 1.1673 4.3159 -4.7103
H 3.1570 3.4490 -3.4996
H 2.8355 1.7438 -1.7191
Cl -1.7671 -2.0934 -5.2941
C -0.2821 -1.7912 -4.4711
C 0.9348 -2.0016 -5.0939
C 2.0832 -1.7239 -4.3707
C 1.9639 -1.2660 -3.0703
N 0.7929 -1.0798 -2.4623
C -0.3127 -1.3311 -3.1615
H 0.9825 -2.3674 -6.1107
H 3.0597 -1.8598 -4.8149
H 2.8522 -1.0352 -2.4926
H -1.2582 -1.1649 -2.6637

Entry 6:
7
Properties=species:S:1:pos:R:3 method="wB97M-V/def2-TZVPD" e_homo_ev=-9.968 homo_lumo_gap_ev=10.30 de_lowest_kcal_mol=84.7 total_charge=0
C -1.0564 0.1100 0.2431
N -0.1274 -0.7394 0.2341
O 1.6946 0.9533 0.2255
S 1.5087 -0.4349 -0.0347
H -2.3024 -0.2488 0.6543
H -0.8934 1.1108 0.1173
H 1.1763 -0.7509 -1.4396

Entry 7:
19
Properties=species:S:1:pos:R:3 method="wB97M-V/def2-TZVPD" e_homo_ev=-9.551 homo_lumo_gap_ev=10.41 de_lowest_kcal_mol=66.8 total_charge=0
C -1.1335 -0.8344 0.6882
C 0.1307 -0.5391 0.9795
C 0.9759 1.3743 -0.4412
C 1.9021 1.1791 0.7457
C -1.9414 -0.9131 -0.5773
C 2.3354 -0.8231 -0.6308
C 1.2369 -0.0257 0.0668
O -3.3875 -0.8084 -0.3532
O 2.5127 -1.9861 -0.3643
H -1.7534 -1.0936 1.5348
H 0.4638 -0.5756 1.9987
H -0.0566 1.7933 -0.1381
H 1.3451 1.5895 -1.4047
H 2.9414 1.3734 0.6836
H 1.3552 1.6147 1.5359
H -1.9139 -0.0394 -1.2105
H 3.0059 -0.4061 -1.3652
H -3.7530 -1.4991 0.0816
H -1.6795 -1.8365 -1.1258

Entry 8:
16
Properties=species:S:1:pos:R:3 method="wB97M-V/def2-TZVPD" e_homo_ev="-17.969 / -17.557" homo_lumo_gap_ev="8.32 / 7.72" total_charge=+2
C 0.2654 -0.1624 -0.7365
N 1.3697 0.2092 -0.1279
N -1.8917 0.3228 -0.1240
N 2.5357 -0.3032 -0.6335
N -1.7475 0.3041 1.3615
O 0.1855 -0.9317 -1.6826
S 1.3303 1.3177 1.2403
S -2.9153 -0.7643 -0.7387
H 3.2957 -0.5721 -0.0048
H 2.8328 0.2344 -1.4738
H 0.9690 -1.2308 -2.2839
H -2.1542 -0.4513 2.0056
H -0.6393 0.4713 1.5995
H -2.1843 1.3515 1.5257
H 1.7039 0.2551 2.0214
H -2.9555 -0.0503 -1.9483

| no. | calculated total energy (a.u.) |
| --- | --- |
| 1 | -2186.9595 |
| 2 | -1370.6902 |
| 3 | -2686.4121 |
| 4 | -1893.2416 |
| 5 | -10927.9585 |
| 6 | -567.9658 |
| 7 | -423.0934 |
| 8 | -1132.6380 |